The following is a DFT calculation (ωB97M-V/def2-TZVPD) of 2 unconnected molecules or ions with the total composition CHClF2O at a distorted geometry.

Computed properties:
LUMO: 0.48 eV
Energy above the lowest of the compared OMol25 structures with the same formula, charge and spin: 0.459 eV
Spin multiplicity: 1
SMILES: O=C(F)Cl.F
F_max: 2.79 eV/A

Last columns: bonded neighbours and bond lengths (Å).
Cartesian coordinates (Å):
1 O -1.47 1.22 0.77  C2 1.181
2 C -1.36 0.33 0.00  O1 1.181, F3 1.339, Cl4 1.650
3 F -1.50 0.38 -1.33  C2 1.339
4 Cl -1.05 -1.21 0.49  C2 1.650
5 F 2.34 -0.19 -0.26  H6 0.982
6 H 3.04 -0.54 0.33  F5 0.982

Results of the natural (NBO) charge analysis, in e, for atoms 1 through 5: O -0.50; C 0.76; F -0.30; Cl 0.04; F -0.56